ORCA calculation (ωB97M-V/def2-TZVPD) on a structure of composition C13H34BrN4O7P2S2.

Structure (XYZ):
```
63
Properties=species:S:1:pos:R:3:forces:R:3:lowdin_charge:R:1
C -4.248382 6.552497 -3.904715 0.10 0.07 0.11 -0.079
C -5.623066 5.922068 -4.025308 -0.06 0.24 -0.39 -0.292
O -5.583172 4.732099 -4.793812 0.03 -0.07 0.20 -0.166
C -5.528989 3.561004 -3.977577 -0.12 -0.03 -0.14 -0.229
C -5.125975 2.364958 -4.847538 0.41 0.46 0.06 -0.165
C -3.774874 1.731289 -4.451145 -0.42 -0.22 0.09 -0.196
C -3.900753 0.403097 -3.700347 0.11 0.12 -0.16 -0.225
C -4.851371 0.470819 -2.495419 0.21 -0.21 -0.46 -0.220
S -4.137919 0.169016 -0.860171 -0.88 -0.25 0.51 0.505
O -4.831722 -0.993625 -0.350849 0.15 -0.21 -0.28 -0.352
O -4.360513 1.373583 -0.089300 0.41 0.22 -0.20 -0.348
N -2.604921 -0.182097 -1.136028 0.06 0.30 0.24 -0.380
S -1.462307 0.600052 -0.392097 -0.11 -0.06 -0.02 0.248
O -1.286144 0.261046 1.002991 0.02 -0.09 -0.01 -0.395
O -1.353183 2.009938 -0.713399 0.00 -0.01 -0.20 -0.393
P 0.377157 -0.128092 -1.257427 0.80 0.38 0.20 0.448
O 0.093219 -0.061475 -2.867009 -0.43 -0.21 0.11 -0.405
Br 0.388294 -2.326565 -0.785696 -0.39 -0.02 -0.26 0.267
H -3.845116 6.764848 -4.895468 -0.02 -0.08 -0.02 0.072
H -4.307932 7.501997 -3.367222 -0.02 -0.04 0.07 0.071
H -3.544676 5.906086 -3.378603 -0.04 -0.03 0.01 0.075
H -6.277684 6.613192 -4.565202 -0.05 -0.02 0.06 0.111
H -6.076903 5.743678 -3.045273 0.06 -0.06 0.02 0.116
H -6.518696 3.419079 -3.525596 0.05 -0.04 0.10 0.121
H -4.800541 3.713006 -3.174260 -0.05 -0.04 0.06 0.118
H -5.926775 1.624603 -4.862439 0.06 -0.07 -0.09 0.110
H -5.013607 2.780696 -5.850448 -0.23 -0.11 -0.07 0.107
H -3.230406 2.424616 -3.804961 0.11 0.05 -0.14 0.114
H -3.188052 1.571706 -5.357647 0.16 -0.01 0.10 0.103
H -2.899328 0.107764 -3.389256 -0.08 -0.08 0.16 0.079
H -4.244882 -0.383727 -4.377496 -0.07 0.09 -0.07 0.107
H -5.634845 -0.275187 -2.611939 0.00 -0.04 0.23 0.091
H -5.343610 1.438914 -2.418829 0.11 0.05 0.13 0.078
H 0.933978 0.015537 -3.326877 0.06 0.06 -0.07 0.032
O 5.485694 -1.195138 2.216352 1.02 1.22 1.69 -0.291
P 4.812720 -2.052591 3.220655 -2.43 -2.51 -1.84 0.580
N 5.625837 -3.527133 3.194709 0.31 0.26 -0.17 -0.309
C 5.026819 -4.838503 3.251901 -0.07 -0.08 0.46 -0.132
C 7.067056 -3.531111 3.044903 0.08 0.07 -0.27 -0.137
N 3.205712 -2.207428 2.647303 0.06 -0.37 0.11 -0.313
C 2.851345 -3.279315 1.726722 0.06 -0.16 0.06 -0.147
C 2.664978 -0.928956 2.176873 0.02 0.15 0.05 -0.136
N 4.369054 -2.047647 4.845021 0.87 1.46 0.28 -0.301
C 5.450248 -1.804174 5.805931 0.07 -0.24 -0.04 -0.120
C 3.061591 -1.609699 5.337411 -0.11 -0.05 0.02 -0.112
H 4.131384 -4.842073 3.876266 -0.03 0.06 -0.04 0.079
H 5.726761 -5.551046 3.698481 0.03 0.07 0.05 0.078
H 4.761469 -5.211374 2.257992 0.04 -0.05 0.02 0.074
H 7.554444 -3.875937 3.966497 -0.01 -0.08 -0.03 0.076
H 7.429330 -2.528949 2.823782 -0.08 0.02 -0.04 0.066
H 7.386029 -4.182252 2.223514 -0.01 -0.01 0.01 0.081
H 3.522332 -3.339479 0.858607 -0.05 -0.01 -0.03 0.092
H 1.841554 -3.108286 1.360331 0.08 0.13 0.01 -0.004
H 2.826755 -4.244546 2.228217 0.08 0.02 -0.02 0.053
H 3.023832 -0.665688 1.176767 0.01 0.00 0.01 0.079
H 2.948688 -0.118039 2.850423 0.03 -0.01 -0.04 0.069
H 1.574444 -0.976506 2.159064 0.01 -0.06 -0.01 0.083
H 5.517010 -2.632239 6.517724 -0.03 0.04 0.06 0.082
H 5.296885 -0.877710 6.363789 0.00 0.04 -0.06 0.079
H 6.415096 -1.724912 5.302248 -0.01 -0.04 -0.02 0.068
H 2.283525 -2.290274 5.005576 0.00 0.05 -0.14 0.079
H 2.793127 -0.596736 5.030896 0.00 0.02 0.05 0.076
H 3.079977 -1.638679 6.428409 0.11 0.02 -0.01 0.078
```
Positions in Å, forces in eV/Å.

Calculated values
LUMO energy: 2.29 eV
Total charge: -1
Maximum force: 0.077 Eh/bohr
Frontier orbital gap: 8.235 eV
Multiplicity: 1
Relative energy (zero: lowest compared OMol25 entry of this formula, charge and spin): 0.0 kcal/mol